Formula: C15H31N2O2PRuSi
Source: the Open Molecules 2025 dataset
Level of theory: ωB97M-V/def2-TZVPD

```
53
Properties=species:S:1:pos:R:3:forces:R:3
Ru 0.020 0.261 -0.024 -1.0617 -1.4923 2.4635
Si 2.245 0.324 -0.576 1.6522 -0.1390 -0.0568
P -0.402 0.477 -2.194 -0.8498 0.1423 -3.7780
N -0.080 -1.556 0.046 -0.3244 -0.0419 0.1095
H -0.046 2.150 1.635 -0.6767 1.0381 0.0477
C -2.199 0.683 -2.451 -0.2645 0.1320 -0.1823
H -2.445 0.845 -3.508 0.0036 -0.0855 0.0609
H -2.550 1.538 -1.860 0.1666 -0.2927 -0.1428
H -2.701 -0.224 -2.092 0.0538 0.1804 -0.1048
C 0.285 1.973 -2.992 -0.1398 -0.0131 -0.2633
H -0.127 2.066 -4.005 0.1245 0.1070 0.0944
H 1.378 1.914 -3.056 -0.1979 -0.0083 0.0309
H 0.002 2.853 -2.399 0.0535 -0.2509 -0.1068
C -0.004 -0.894 -3.333 -0.0601 0.1788 -0.4189
H -0.162 -0.580 -4.374 0.0358 -0.1750 0.0834
H -0.659 -1.745 -3.113 0.1537 0.1640 0.0287
H 1.037 -1.204 -3.207 -0.1643 0.0326 0.0019
C 2.966 1.997 -0.142 0.3198 0.0247 0.0455
H 2.682 2.284 0.876 0.0693 0.0638 -0.1592
H 2.630 2.757 -0.855 0.0520 -0.0324 0.1636
H 4.057 1.916 -0.202 -0.0883 0.2008 0.0536
H 2.963 -0.744 0.179 0.1898 0.1190 -0.0618
H 2.605 0.111 -2.006 -0.1000 -0.1205 -0.0508
C -0.027 -2.863 -0.126 0.3058 -0.8201 -0.1372
C -1.155 -5.020 -0.086 0.1049 0.0286 0.0379
C -1.189 -3.660 0.141 0.4413 0.3442 -0.1294
C 1.162 -3.505 -0.608 -0.4085 0.2620 0.1323
C 1.161 -4.869 -0.833 -0.0539 0.0628 0.0824
C 0.015 -5.630 -0.566 -0.0648 -0.2139 -0.0335
H -2.047 -5.613 0.115 0.2397 0.0284 -0.0660
H -2.065 -3.122 0.513 0.1773 -0.3492 -0.1349
H 2.033 -2.866 -0.786 -0.2558 -0.3425 0.0091
H 2.062 -5.350 -1.215 -0.2288 0.0553 0.1097
H 0.036 -6.709 -0.728 -0.0313 0.3234 0.0151
C -0.812 2.708 1.023 0.1838 -0.3709 0.3259
O -1.175 1.822 -0.002 -0.0182 0.8950 0.0318
C -2.068 3.036 1.837 0.1624 0.3619 0.3538
H -2.170 4.123 1.915 -0.1743 -0.1219 0.1975
H -1.977 2.623 2.844 -0.2355 0.0811 0.0437
H -2.974 2.646 1.367 0.2463 -0.0756 -0.0232
C -0.168 3.979 0.492 0.0634 0.0403 0.1502
H -0.776 4.413 -0.309 -0.0038 -0.0372 0.1126
H 0.843 3.803 0.122 -0.0950 -0.0122 -0.0605
H -0.114 4.689 1.323 0.1517 0.1077 -0.2002
C -1.097 -0.203 3.500 -0.5306 -0.1032 -0.0660
C 0.367 -0.080 3.238 1.7291 0.5514 -1.7292
N 1.178 -0.292 4.285 0.0343 -0.1232 0.3465
O 0.894 0.224 2.132 -0.8430 -0.2890 2.9205
H -1.302 -1.135 4.046 0.0362 0.1972 -0.1447
H -1.651 -0.214 2.557 0.1257 0.0527 0.2029
H -1.449 0.632 4.125 0.1581 -0.2072 -0.2502
H 2.180 -0.207 4.163 -0.3643 -0.0520 0.0239
H 0.793 -0.567 5.173 0.2011 -0.0056 0.0210
```
Positions in Å, forces in eV/Å.

## Properties
HOMO energy (spin up / spin down) ... -4.0 / -7.7 eV
Energy above the lowest of the compared OMol25 structures with the same formula, charge and spin ... 0.0 kJ/mol
Energy ... -42877.8004 eV
HOMO-LUMO gap (spin up / spin down) ... 4.547 / 7.011 eV
2S+1 ... 5
E_LUMO (spin up / spin down) ... 0.525 / -0.700 eV